Molecular formula: C47H88FN8O4
Method: DFT, wB97M-V/def2-TZVPD

Each atom is followed by the atoms it is bonded to, with distances in Å.
Positions of all 148 atoms, in Å:
1 C -2.923 -3.623 -0.774  C2 1.548, H36 1.093, H37 1.093, H38 1.093
2 C -1.439 -3.267 -1.034  C1 1.548, C3 1.533, H39 1.093, H40 1.093
3 C -0.847 -2.762 0.288  C2 1.533, F4 1.371, C5 1.550, H41 1.108
4 F -1.372 -1.556 0.672  C3 1.371
5 C 0.684 -2.847 0.515  C3 1.550, C6 1.550, N32 1.503, H42 1.102
6 C 1.660 -3.091 -0.664  C5 1.550, C7 1.534, N13 1.470, H43 1.110
7 C 1.487 -2.267 -1.946  C6 1.534, C8 1.540, H44 1.100, H45 1.092
8 C 1.494 -0.727 -1.913  C7 1.540, C9 1.542, H46 1.093, H47 1.102
9 C 0.265 0.015 -1.350  C8 1.542, C10 1.562, H48 1.093, H49 1.099
10 C 0.369 1.496 -1.834  C9 1.562, C11 1.538, H50 1.093, H51 1.093
11 C -0.528 1.696 -3.067  C10 1.538, N12 1.465, H52 1.108, H53 1.083
12 N -1.908 1.921 -2.629  C11 1.465, H54 1.010, H55 1.010
13 N 3.063 -3.197 -0.238  C6 1.470, C14 1.459, C25 1.455
14 C 3.947 -2.051 -0.423  N13 1.459, C15 1.565, H56 1.089, H57 1.100
15 C 3.837 -0.860 0.586  C14 1.565, C16 1.539, H58 1.098, H59 1.099
16 C 4.810 -0.917 1.777  C15 1.539, C17 1.564, H60 1.096, H61 1.092
17 C 4.611 0.370 2.643  C16 1.564, C18 1.547, H62 1.096, H63 1.096
18 C 3.875 0.095 3.975  C17 1.547, C19 1.560, H64 1.094, H65 1.100
19 C 2.366 0.490 3.923  C18 1.560, C20 1.543, H66 1.095, H67 1.097
20 C 1.533 -0.301 4.953  C19 1.543, C21 1.537, H68 1.098, H69 1.103
21 C 0.265 0.448 5.391  C20 1.537, C22 1.534, H70 1.093, H71 1.096
22 C -0.758 0.649 4.265  C21 1.534, O23 1.424, H72 1.102, H73 1.102
23 O -2.003 0.908 4.905  C22 1.424, C24 1.411
24 C -3.096 0.658 4.049  O23 1.411, H74 1.102, H75 1.102, H76 1.102
25 C 3.284 -3.821 1.057  N13 1.455, C26 1.539, H77 1.091, H78 1.099
26 C 2.347 -3.389 2.200  C25 1.539, C27 1.546, N32 1.523, H79 1.093
27 C 2.673 -4.031 3.568  C26 1.546, O28 1.425, H80 1.098, H81 1.095
28 O 3.473 -5.205 3.455  C27 1.425, C29 1.377
29 C 2.939 -6.296 4.104  O28 1.377, C30 1.514, O31 1.168
30 C 2.738 -7.594 3.352  C29 1.514, H82 1.089, H83 1.095, H84 1.096
31 O 2.617 -6.225 5.225  C29 1.168
32 N 0.936 -3.706 1.722  C5 1.503, C26 1.523, C33 1.484, H85 1.023
33 C 0.702 -5.171 1.692  N32 1.484, C34 1.540, H86 1.091, H87 1.100
34 C -0.009 -5.816 0.488  C33 1.540, O35 1.166, H88 1.110
35 O 0.522 -6.504 -0.289  C34 1.166
36 H -3.060 -4.225 0.128  C1 1.093
37 H -3.346 -4.114 -1.654  C1 1.093
38 H -3.463 -2.685 -0.627  C1 1.093
39 H -1.445 -2.470 -1.781  C2 1.093
40 H -0.877 -4.103 -1.461  C2 1.093
41 H -1.295 -3.442 1.039  C3 1.108
42 H 0.940 -1.830 0.856  C5 1.102
43 H 1.421 -4.120 -1.006  C6 1.110
44 H 2.352 -2.551 -2.562  C7 1.100
45 H 0.640 -2.583 -2.558  C7 1.092
46 H 2.375 -0.270 -1.456  C8 1.093
47 H 1.555 -0.411 -2.967  C8 1.102
48 H -0.691 -0.444 -1.614  C9 1.093
49 H 0.369 0.029 -0.255  C9 1.099
50 H 1.423 1.657 -2.072  C10 1.093
51 H 0.047 2.166 -1.033  C10 1.093
52 H -0.475 0.769 -3.672  C11 1.108
53 H -0.146 2.508 -3.672  C11 1.083
54 H -2.330 1.082 -2.255  N12 1.010
55 H -2.474 2.326 -3.361  N12 1.010
56 H 3.969 -1.615 -1.421  C14 1.089
57 H 4.975 -2.421 -0.292  C14 1.100
58 H 4.093 0.046 0.021  C15 1.098
59 H 2.819 -0.691 0.965  C15 1.099
60 H 4.567 -1.739 2.460  C16 1.096
61 H 5.861 -0.962 1.483  C16 1.092
62 H 5.587 0.793 2.908  C17 1.096
63 H 4.084 1.153 2.086  C17 1.096
64 H 4.326 0.653 4.802  C18 1.094
65 H 3.924 -0.966 4.261  C18 1.100
66 H 2.310 1.539 4.235  C19 1.095
67 H 1.995 0.360 2.899  C19 1.097
68 H 2.144 -0.444 5.855  C20 1.098
69 H 1.280 -1.314 4.598  C20 1.103
70 H 0.496 1.421 5.833  C21 1.093
71 H -0.234 -0.170 6.147  C21 1.096
72 H -0.851 -0.227 3.603  C22 1.102
73 H -0.501 1.547 3.680  C22 1.102
74 H -3.175 -0.390 3.720  C24 1.102
75 H -3.062 1.297 3.151  C24 1.102
76 H -4.019 0.897 4.600  C24 1.102
77 H 4.299 -3.618 1.401  C25 1.091
78 H 3.273 -4.909 0.904  C25 1.099
79 H 2.376 -2.314 2.401  C26 1.093
80 H 1.751 -4.175 4.147  C27 1.098
81 H 3.267 -3.301 4.127  C27 1.095
82 H 3.071 -8.449 3.940  C30 1.089
83 H 1.678 -7.762 3.135  C30 1.095
84 H 3.270 -7.613 2.394  C30 1.096
85 H 0.343 -3.305 2.453  N32 1.023
86 H 1.588 -5.785 1.860  C33 1.091
87 H 0.069 -5.420 2.557  C33 1.100
88 H -1.095 -5.622 0.362  C34 1.110
89 C -7.197 4.522 6.877  C90 1.525, H94 1.091, H95 1.090, H96 1.092
90 C -6.154 3.663 7.583  C89 1.525, C91 1.533, H97 1.092, H98 1.092
91 C -5.166 3.005 6.613  C90 1.533, C92 1.472, H99 1.091, H100 1.091
92 C -5.878 2.120 5.677  C91 1.472, N93 1.139
93 N -6.429 1.435 4.953  C92 1.139
94 H -7.821 3.926 6.209  C89 1.091
95 H -7.857 4.993 7.605  C89 1.090
96 H -6.723 5.311 6.289  C89 1.092
97 H -6.661 2.893 8.168  C90 1.092
98 H -5.595 4.284 8.286  C90 1.092
99 H -4.434 2.413 7.163  C91 1.091
100 H -4.629 3.762 6.041  C91 1.091
101 C 1.792 6.550 -4.438  C102 1.524, H106 1.092, H107 1.091, H108 1.091
102 C 3.049 6.035 -5.130  C101 1.524, C103 1.532, H109 1.093, H110 1.091
103 C 2.803 4.753 -5.933  C102 1.532, C104 1.471, H111 1.091, H112 1.097
104 C 2.336 3.677 -5.044  C103 1.471, N105 1.141
105 N 1.973 2.844 -4.355  C104 1.141
106 H 1.414 5.833 -3.706  C101 1.092
107 H 2.003 7.478 -3.905  C101 1.091
108 H 1.001 6.748 -5.163  C101 1.091
109 H 3.822 5.859 -4.379  C102 1.093
110 H 3.427 6.805 -5.805  C102 1.091
111 H 3.725 4.431 -6.419  C103 1.091
112 H 2.049 4.926 -6.711  C103 1.097
113 C -1.884 7.706 -6.653  C114 1.524, H118 1.091, H119 1.090, H120 1.092
114 C -1.966 7.672 -8.174  C113 1.524, C115 1.533, H121 1.092, H122 1.091
115 C -1.651 6.291 -8.760  C114 1.533, C116 1.473, H123 1.090, H124 1.091
116 C -0.283 5.876 -8.406  C115 1.473, N117 1.139
117 N 0.778 5.561 -8.134  C116 1.139
118 H -0.877 7.481 -6.301  C113 1.091
119 H -2.145 8.697 -6.280  C113 1.090
120 H -2.572 6.985 -6.206  C113 1.092
121 H -1.276 8.411 -8.586  C114 1.092
122 H -2.971 7.964 -8.485  C114 1.091
123 H -1.736 6.313 -9.847  C115 1.090
124 H -2.351 5.545 -8.382  C115 1.091
125 C -7.597 -1.155 3.628  C126 1.523, H130 1.091, H131 1.084, H132 1.094
126 C -7.785 -1.141 2.117  C125 1.523, C127 1.531, H133 1.093, H134 1.092
127 C -7.479 -2.494 1.468  C126 1.531, C128 1.472, H135 1.091, H136 1.091
128 C -6.081 -2.870 1.735  C127 1.472, N129 1.139
129 N -4.997 -3.155 1.938  C128 1.139
130 H -6.562 -1.368 3.899  C125 1.091
131 H -7.847 -0.188 4.048  C125 1.084
132 H -8.238 -1.907 4.097  C125 1.094
133 H -7.137 -0.373 1.686  C126 1.093
134 H -8.813 -0.859 1.883  C126 1.092
135 H -7.633 -2.443 0.390  C127 1.091
136 H -8.135 -3.270 1.865  C127 1.091
137 C 5.441 -1.373 -6.470  C138 1.525, H142 1.091, H143 1.090, H144 1.092
138 C 4.016 -1.192 -5.960  C137 1.525, C139 1.532, H145 1.093, H146 1.092
139 C 3.840 0.073 -5.113  C138 1.532, C140 1.473, H147 1.090, H148 1.091
140 C 4.710 0.022 -3.926  C139 1.473, N141 1.140
141 N 5.388 -0.017 -3.010  C140 1.140
142 H 6.149 -1.491 -5.648  C137 1.091
143 H 5.513 -2.266 -7.091  C137 1.090
144 H 5.754 -0.517 -7.072  C137 1.092
145 H 3.733 -2.070 -5.374  C138 1.093
146 H 3.335 -1.143 -6.812  C138 1.092
147 H 2.805 0.169 -4.783  C139 1.090
148 H 4.089 0.962 -5.693  C139 1.091

## Properties
- DFT total energy (eV) = -72985.5290
- charge = +1
- orbital gap (eV) = 8.1
- HOMO level (eV) = -10.550
- 2S+1 = 1